The following is a quantum chemistry calculation of a cluster of 14 separate species, C48H109N14O14 in total, from the Open Molecules 2025 dataset.

Its LUMO energy is 1.56 eV. The value obtained for the orbital gap is 5.841 eV. Its total energy is -101075.198 eV. The HOMO energy is -0.1574 Eh. The energy above the lowest of the compared OMol25 structures with the same formula, charge and spin is 0.0 kJ/mol.

```
! wB97M-V def2-TZVPD RIJCOSX def2/J DEFGRID3
* xyz -1 1
C 4.843 -19.330 36.964
C 4.064 -18.241 36.230
C 3.675 -17.134 37.234
C 4.788 -16.167 37.752
C 5.627 -15.759 36.501
C 5.992 -16.825 35.439
N 4.752 -17.525 35.118
O 4.916 -18.388 34.008
C 7.114 -17.727 35.937
C 6.430 -16.022 34.210
C 2.706 -18.752 35.759
H 5.687 -19.653 36.355
H 4.268 -20.214 37.259
H 5.253 -19.057 37.943
H 3.386 -17.715 38.125
H 2.751 -16.596 37.016
H 5.370 -16.760 38.453
H 4.351 -15.261 38.159
H 6.589 -15.308 36.774
H 5.016 -14.993 36.022
H 7.271 -18.619 35.329
H 7.061 -17.778 37.023
H 8.109 -17.281 35.756
H 6.774 -16.719 33.446
H 7.338 -15.467 34.468
H 5.658 -15.371 33.802
H 2.132 -19.273 36.528
H 2.775 -19.390 34.873
H 2.072 -17.932 35.416
C 0.222 -11.213 41.411
C 1.129 -12.305 40.922
O 2.342 -12.112 40.939
N 0.585 -13.396 40.348
C 1.312 -14.483 39.715
H -0.809 -11.552 41.268
H 0.360 -10.259 40.912
H 0.413 -11.033 42.468
H -0.371 -13.635 40.560
H 0.788 -14.728 38.789
H 1.373 -15.414 40.277
H 2.290 -14.071 39.469
C 7.791 -20.277 38.909
C 8.069 -19.172 39.864
O 8.815 -19.304 40.833
N 7.441 -17.994 39.630
C 7.581 -16.796 40.449
H 8.539 -21.060 39.029
H 7.688 -20.016 37.857
H 6.873 -20.818 39.165
H 6.588 -18.013 39.096
H 8.356 -16.847 41.202
H 6.622 -16.721 40.978
H 7.606 -15.872 39.872
C 4.614 -12.341 34.644
C 5.166 -12.158 36.056
O 6.275 -11.687 36.262
N 4.277 -12.441 37.016
C 4.542 -12.208 38.448
H 5.430 -12.065 33.977
H 3.728 -11.770 34.379
H 4.470 -13.409 34.459
H 3.331 -12.706 36.809
H 4.565 -13.210 38.886
H 3.621 -11.782 38.842
H 5.472 -11.676 38.591
C 9.387 -11.093 29.757
C 9.365 -11.981 30.991
O 10.045 -13.004 31.001
N 8.557 -11.623 31.989
C 8.418 -12.394 33.221
H 10.116 -10.301 29.965
H 8.434 -10.572 29.657
H 9.732 -11.627 28.881
H 7.976 -10.808 31.903
H 9.371 -12.244 33.738
H 8.383 -13.461 32.999
H 7.579 -12.055 33.815
C 7.258 -21.383 34.654
C 6.014 -22.202 34.515
O 6.046 -23.430 34.556
N 4.836 -21.546 34.340
C 3.655 -22.197 33.793
H 7.379 -21.244 35.732
H 7.132 -20.439 34.123
H 8.128 -21.928 34.307
H 4.762 -20.541 34.493
H 3.945 -23.084 33.236
H 3.203 -21.603 32.990
H 2.957 -22.286 34.621
C 13.060 -12.636 36.292
C 11.654 -12.115 36.627
O 11.519 -10.972 37.039
N 10.662 -12.995 36.399
C 9.269 -12.829 36.782
H 12.993 -13.419 35.537
H 13.490 -13.047 37.201
H 13.523 -11.757 35.850
H 10.923 -13.844 35.929
H 8.989 -12.650 37.819
H 8.756 -13.676 36.329
H 8.851 -11.956 36.275
C 2.362 -17.569 31.871
C 1.587 -16.497 32.592
O 0.537 -15.989 32.238
N 2.233 -16.106 33.724
C 1.880 -14.927 34.484
H 3.262 -17.148 31.422
H 1.697 -17.956 31.093
H 2.700 -18.458 32.404
H 3.015 -16.676 34.031
H 0.860 -15.061 34.852
H 1.927 -13.988 33.932
H 2.550 -14.862 35.343
C 6.742 -15.594 30.571
C 7.173 -15.031 29.209
O 6.315 -14.793 28.373
N 8.494 -14.913 29.016
C 9.086 -14.479 27.773
H 6.327 -16.593 30.435
H 6.169 -14.830 31.085
H 7.602 -15.880 31.192
H 9.163 -15.390 29.593
H 9.092 -15.290 27.037
H 10.148 -14.286 27.947
H 8.682 -13.567 27.340
C 4.337 -23.518 38.316
C 5.349 -24.101 39.293
O 5.615 -25.292 39.392
N 5.888 -23.185 40.118
C 6.903 -23.472 41.131
H 4.168 -22.448 38.411
H 3.433 -24.066 38.595
H 4.575 -23.767 37.282
H 5.529 -22.250 40.178
H 7.645 -22.680 41.094
H 7.292 -24.483 41.125
H 6.350 -23.482 42.081
C 8.315 -18.821 31.957
C 7.311 -19.107 30.852
O 7.701 -19.252 29.694
N 6.048 -19.297 31.243
C 4.920 -19.483 30.372
H 9.156 -18.219 31.632
H 8.597 -19.812 32.320
H 7.809 -18.325 32.789
H 5.901 -19.185 32.245
H 4.832 -18.731 29.591
H 4.004 -19.571 30.951
H 4.969 -20.475 29.909
C 10.056 -16.413 38.416
C 11.321 -16.204 37.622
O 11.309 -15.927 36.438
N 12.465 -16.644 38.224
C 13.761 -16.634 37.585
H 10.117 -16.069 39.446
H 9.780 -17.468 38.469
H 9.276 -15.960 37.803
H 12.563 -16.587 39.224
H 14.466 -16.258 38.331
H 13.729 -16.026 36.681
H 14.185 -17.603 37.299
C 10.943 -19.297 35.668
C 10.734 -20.678 35.062
O 10.420 -21.611 35.781
N 10.834 -20.733 33.715
C 10.763 -21.967 32.942
H 11.268 -18.540 34.954
H 11.586 -19.322 36.543
H 9.942 -18.981 35.976
H 11.184 -19.894 33.288
H 11.170 -21.792 31.953
H 9.763 -22.397 32.945
H 11.335 -22.764 33.425
C 1.027 -24.842 37.018
C 1.106 -24.180 35.667
O 1.547 -24.861 34.754
N 0.617 -22.931 35.458
C 0.388 -21.994 36.533
H 0.020 -25.222 37.195
H 1.370 -24.272 37.882
H 1.689 -25.704 36.981
H 0.506 -22.516 34.552
H 1.315 -21.611 36.969
H -0.143 -22.397 37.405
H -0.320 -21.232 36.208
*
```

Löwdin population analysis, charges in e, atoms 1 to 2:
1. C -0.030
2. C -0.484